(A)
C21H21Cl2GeN5OOs as an isolated structure. Source: the OMol25 dataset; level of theory: ωB97M-V with the def2-TZVPD basis set.

```
52
Properties=species:S:1:pos:R:3
Os 0.506 0.712 2.083
Cl 1.422 2.687 3.685
C 0.305 3.932 3.048
Cl -0.561 3.288 1.623
H 0.886 4.793 2.740
H -0.417 4.168 3.820
O -1.956 -0.368 5.375
C -1.377 -0.050 4.427
N -0.810 0.304 3.416
N 6.556 1.212 -0.432
C 5.588 1.336 0.458
N 5.865 1.638 1.721
N 4.334 1.149 0.021
C 3.214 1.079 0.555
N 2.094 0.975 0.918
H 7.524 1.372 -0.202
H 6.322 0.974 -1.382
H 6.812 1.772 2.041
H 5.127 1.779 2.389
C -0.351 -2.887 1.553
Ge -0.574 -1.123 0.774
C -2.568 -0.952 0.604
C -3.348 0.036 1.290
C -4.694 -0.123 1.421
C -5.335 -1.225 0.780
C -4.592 -2.171 0.021
C -3.249 -2.000 -0.111
C -0.037 -1.259 -1.138
C 0.716 -2.392 -1.517
C 1.085 -2.627 -2.826
C 0.712 -1.719 -3.830
C -0.022 -0.572 -3.505
C -0.398 0.332 -4.514
C -1.138 1.482 -4.205
C -1.496 1.730 -2.897
C -1.127 0.837 -1.878
C -0.396 -0.329 -2.152
H -0.839 -3.656 0.954
H -0.793 -2.888 2.549
H 0.707 -3.130 1.653
H -2.853 0.877 1.757
H -5.289 0.575 1.995
H -6.414 -1.316 0.833
H -5.103 -2.999 -0.451
H -2.677 -2.698 -0.711
H 1.006 -3.115 -0.765
H 1.650 -3.512 -3.087
H 0.991 -1.903 -4.860
H -0.114 0.131 -5.540
H -1.424 2.167 -4.991
H -2.064 2.618 -2.654
H -1.403 1.063 -0.854
```

Results
frontier orbital gap (spin up / spin down): 8.233 / 5.426 eV
charge: +3
spin multiplicity: 6

Atom charges from the natural (NBO) analysis, given in e for atoms 1 to 8: 0.912, 0.053, -0.361, 0.030, 0.262, 0.263, -0.410, 0.868

***

(B)
C21H21Cl2GeN5OOs as an isolated structure. Source: the OMol25 dataset; level of theory: ωB97M-V with the def2-TZVPD basis set.

```
52
Properties=species:S:1:pos:R:3
Os -0.495 -0.119 0.062
Cl -1.765 -0.994 -1.737
C -3.319 -1.361 -0.925
Cl -3.258 -0.652 0.701
H -3.422 -2.437 -0.845
H -4.125 -0.910 -1.495
O 2.324 1.655 2.697
C 1.511 1.208 2.011
N 0.653 0.757 1.278
N 1.898 -6.099 1.689
C 0.848 -5.303 1.777
N -0.265 -5.711 2.370
N 0.971 -4.085 1.245
C 0.451 -3.022 0.918
N 0.047 -1.984 0.513
H 1.899 -7.033 2.071
H 2.744 -5.768 1.254
H -0.324 -6.633 2.775
H -1.069 -5.117 2.466
C -1.036 3.606 1.010
Ge -1.005 2.376 -0.528
C -2.779 2.260 -1.439
C -3.938 2.488 -0.696
C -5.157 2.555 -1.356
C -5.215 2.338 -2.729
C -4.055 2.091 -3.462
C -2.831 2.025 -2.814
C 0.311 3.097 -1.866
C 1.472 2.358 -2.115
C 2.513 2.873 -2.872
C 2.387 4.133 -3.455
C 1.233 4.899 -3.253
C 1.107 6.187 -3.820
C -0.054 6.941 -3.652
C -1.089 6.440 -2.884
C -0.988 5.171 -2.309
C 0.167 4.377 -2.461
H -1.592 4.507 0.751
H -0.014 3.888 1.265
H -1.494 3.148 1.886
H -3.896 2.657 0.373
H -6.054 2.767 -0.789
H -6.173 2.351 -3.234
H -4.097 1.947 -4.534
H -1.930 1.832 -3.386
H 1.574 1.368 -1.686
H 3.419 2.299 -3.015
H 3.178 4.518 -4.088
H 1.948 6.603 -4.363
H -0.141 7.916 -4.114
H -1.983 7.030 -2.734
H -1.835 4.768 -1.768
```

Results
frontier orbital gap (spin up / spin down): 8.706 / 5.585 eV
charge: +3
spin multiplicity: 6

Atom charges from the natural (NBO) analysis, given in e for atoms 1 to 8: 1.082, 0.162, -0.373, 0.081, 0.267, 0.270, -0.367, 0.884

***

What are the relative energies? In hartree: (A) 0.0000; (B) 0.0178.

***

(A)
ArH18O9 as an isolated structure. Source: the OMol25 dataset; level of theory: ωB97M-V with the def2-TZVPD basis set.

```
28
Properties=species:S:1:pos:R:3
Ar -0.298 0.331 -1.158
O -1.328 3.456 0.806
H -2.204 3.548 0.430
H -0.734 3.632 0.076
O 2.942 -0.543 -3.050
H 2.679 0.377 -3.007
H 3.886 -0.530 -2.893
O 0.632 -2.614 -2.276
H 0.431 -2.434 -1.358
H 0.944 -1.778 -2.622
O -1.569 -1.421 1.607
H -2.090 -1.417 0.804
H -1.270 -0.517 1.704
O -3.456 -1.661 -0.364
H -4.116 -2.307 -0.111
H -3.916 -1.067 -0.956
O 1.170 3.798 -0.431
H 1.648 4.426 0.109
H 1.850 3.237 -0.805
O -1.000 1.151 2.349
H -1.636 1.297 3.049
H -1.175 1.847 1.716
O 0.781 -2.670 0.816
H 0.539 -3.557 0.550
H -0.051 -2.249 1.032
O 2.829 -0.796 1.253
H 2.155 -1.432 1.014
H 2.354 -0.105 1.715
```

Results
frontier orbital gap: 10.403 eV

Atom charges from the natural (NBO) analysis, given in e for atoms 1 to 8: 0.000, -0.963, 0.471, 0.504, -0.939, 0.463, 0.478, -0.956

***

(B)
ArH18O9 as an isolated structure. Source: the OMol25 dataset; level of theory: ωB97M-V with the def2-TZVPD basis set.

```
28
Properties=species:S:1:pos:R:3
Ar 0.616 0.183 -0.618
O 1.588 3.706 1.295
H 1.899 2.936 1.771
H 0.636 3.604 1.270
O -3.029 2.348 0.317
H -2.693 2.221 -0.570
H -3.980 2.295 0.223
O 0.193 -3.241 0.997
H 0.723 -3.904 1.439
H 0.553 -3.196 0.111
O 0.663 -1.163 2.956
H 0.476 -1.650 2.154
H -0.114 -0.620 3.094
O 2.419 1.255 2.677
H 1.895 0.456 2.622
H 2.424 1.475 3.609
O -2.094 1.821 -2.076
H -1.980 1.573 -2.994
H -1.386 2.442 -1.906
O -3.342 -0.590 0.302
H -3.841 -0.709 -0.506
H -3.099 0.336 0.300
O 1.269 -3.195 -1.729
H 2.141 -3.562 -1.584
H 1.425 -2.401 -2.240
O 2.204 -1.033 -3.320
H 2.420 -0.102 -3.369
H 2.014 -1.283 -4.225
```

Results
frontier orbital gap: 10.623 eV

Atom charges from the natural (NBO) analysis, given in e for atoms 1 to 8: 0.000, -0.966, 0.494, 0.459, -0.960, 0.482, 0.470, -0.967

***

What are the relative energies? In hartree: (A) 0.0000; (B) 0.0056.

***

(A)
A 5-piece molecular cluster, C3H15NO4 overall. Source: the OMol25 dataset; level of theory: ωB97M-V with the def2-TZVPD basis set.

```
23
Properties=species:S:1:pos:R:3
C 1.262 -2.242 -0.064
C 1.888 -1.115 -0.292
N 1.651 -0.089 0.616
C 2.070 1.195 0.023
H 0.490 -2.252 0.759
H 1.261 -3.145 -0.568
H 2.563 -0.896 -1.096
H 0.717 0.048 1.009
H 1.539 1.486 -0.860
H 1.876 1.971 0.836
H 3.199 1.113 -0.147
O -2.290 -1.623 -2.225
H -1.611 -2.067 -2.444
H -1.986 -0.681 -2.417
O -1.699 0.957 -2.238
H -0.940 0.967 -1.533
H -2.362 1.086 -1.506
O -2.057 1.341 0.665
H -1.132 1.485 0.827
H -2.087 0.862 1.458
O -0.795 0.561 2.760
H -0.952 1.347 3.286
H -0.605 -0.309 3.152
```

Results
frontier orbital gap: 8.399 eV
SMILES string: C=CNC.O.O.O.O

Atom charges from the natural (NBO) analysis, given in e for atoms 1 to 8: -0.461, -0.019, -0.627, -0.422, 0.174, 0.203, 0.200, 0.376

***

(B)
A 4-piece molecular cluster, C3H15NO4 overall. Source: the OMol25 dataset; level of theory: ωB97M-V with the def2-TZVPD basis set.

```
23
Properties=species:S:1:pos:R:3
N 1.517 -1.601 1.626
C 1.677 -1.443 0.191
C 0.368 -0.972 -0.473
C 0.490 -0.916 -2.008
O -0.150 0.284 -2.533
H 0.583 -1.850 1.891
H 2.074 -1.007 2.205
H 2.409 -0.651 0.074
H 2.067 -2.376 -0.228
H 0.026 0.012 -0.156
H -0.466 -1.627 -0.206
H 0.125 -1.836 -2.464
H 1.512 -0.708 -2.322
H -1.093 0.241 -2.660
O -1.662 -0.406 2.613
H -2.088 0.281 2.072
H -1.046 0.165 3.067
O -0.466 2.770 -0.978
H -0.187 1.846 -0.941
H -0.226 2.967 -1.887
O -2.187 2.066 1.072
H -1.481 2.207 1.721
H -1.796 2.552 0.323
```

Results
frontier orbital gap: 9.361 eV
SMILES string: NCCCO.O.O.O

Atom charges from the natural (NBO) analysis, given in e for atoms 1 to 8: -0.876, -0.209, -0.434, -0.060, -0.765, 0.382, 0.372, 0.183

***

What are the relative energies? In hartree: (A) 0.0729; (B) 0.0000.